This record from the OMol25 dataset describes a single C5H7NO2 molecule at a distorted geometry. The level of theory is ωB97M-V with the def2-TZVPD basis set.

The geometry in XYZ format:
```
15
Properties=species:S:1:pos:R:3:lowdin_charge:R:1
C -1.258 -1.868 -0.029 0.120
N -0.933 -4.683 -0.665 -0.495
C -1.053 -3.354 -0.477 0.133
H -1.872 0.064 -0.379 0.132
H -0.030 1.083 1.042 0.108
C -1.305 -0.509 0.364 -0.266
H -1.873 -0.477 1.304 0.136
O -1.904 -5.301 -1.060 0.084
C 0.813 0.256 -0.764 -0.108
O 0.172 -5.151 -0.432 0.078
H 0.280 0.944 -1.419 0.077
C 0.090 0.108 0.566 -0.254
H 0.667 -0.532 1.234 0.113
H 1.819 0.640 -0.609 0.074
H 0.884 -0.710 -1.260 0.070
```

As for the HOMO energy (spin up / spin down): -9.48 / -9.48 eV. The charge is 0. As for the HOMO-LUMO gap (spin up / spin down): 8.17 / 8.16 eV. As for the SMILES: CCCC#C[N+](=O)[O-]. Its LUMO energy (spin up / spin down) is -1.32 / -1.32 eV. The value obtained for the energy relative to the best compared isomer or geometry (same formula, charge and spin) is 9.178 eV.

=====

This record from the OMol25 dataset describes 2 unconnected molecules or ions with the total composition CH2NO2S at a distorted geometry. The level of theory is ωB97M-V with the def2-TZVPD basis set.

The geometry in XYZ format:
```
7
Properties=species:S:1:pos:R:3:lowdin_charge:R:1
H 1.308 1.510 -0.497 0.100
S -2.409 0.297 0.734 0.331
O -1.203 -1.849 -0.258 -0.168
N 1.399 0.647 0.255 -0.019
C -1.260 -0.662 0.021 -1.073
H -0.328 -0.155 -0.211 -0.045
O 2.492 0.212 -0.045 -0.125
```

As for the HOMO energy (spin up / spin down): -3.30 / -3.30 eV. The charge is -1. As for the HOMO-LUMO gap (spin up / spin down): 6.38 / 6.38 eV. Its LUMO energy (spin up / spin down) is 3.08 / 3.08 eV. The value obtained for the energy relative to the best compared isomer or geometry (same formula, charge and spin) is 3.222 eV.

=====

> Number 2 is which compound?

CH2NO2S

=====

> energy relative to the best compared isomer or geometry (same formula, charge and spin) of number 1 (C5H7NO2)?

9.178 eV

=====

> Which of these has the lowest charge?

CH2NO2S